Record 1
ORCA calculation (the ωB97M-V functional and the def2-TZVPD basis) on a molecular structure, C18H41GaN2O7PS.

- Kohn-Sham gap: 0.280 Ha
- E_LUMO: 2.201 eV
- Maximum force: 8.27 eV Å⁻¹
- Net charge: -1

CARTESIAN COORDINATES (ANGSTROEM)
C -0.5855 3.5392 4.7689
C -0.8107 1.9128 4.8578
N 0.0167 1.1059 3.8736
C 0.0251 1.7296 2.4947
C 0.3124 0.5982 1.2970
Ga -1.2706 0.6684 -0.0492
C -0.9120 -0.3205 -1.8305
C 0.5930 -0.0388 -2.4724
C 1.7933 -0.8163 -1.6498
C 2.8968 -1.2901 -2.7920
N 4.3377 -1.2881 -2.2680
C 4.6879 -2.6700 -1.7319
C 4.3800 -3.0622 -0.1403
O 5.2442 -3.5585 -2.5771
C -3.0870 0.0029 0.7899
C -2.8807 -0.8862 2.1509
C -2.4654 -2.4526 1.9069
C -2.9214 -3.0800 0.4631
S -4.7898 -3.1829 0.2137
O -5.6196 -2.4572 1.3017
O -5.2201 -4.6932 0.2517
O -5.1875 -2.6377 -1.3861
P -1.5746 2.9828 -0.5369
O -1.7834 3.2633 -2.0801
C 1.4138 0.8286 4.3946
C 2.1131 -0.5995 3.9372
O 2.1078 1.6701 5.1798
H 0.4957 3.7967 4.4007
H -1.3977 4.0674 4.1026
H -0.6837 3.9703 5.8765
H -0.5733 1.6074 5.9788
H -1.9640 1.7241 4.7116
H 0.8556 2.5773 2.5112
H -1.0096 2.2736 2.3138
H 0.4016 -0.4898 1.7351
H 1.3266 0.9627 0.7852
H -1.7017 0.0526 -2.6358
H -1.0353 -1.4938 -1.7814
H 0.5646 -0.5314 -3.5574
H 0.7875 1.1096 -2.6097
H 1.4149 -1.8211 -1.1406
H 2.3693 -0.1153 -0.9056
H 2.8681 -0.5755 -3.7239
H 2.6846 -2.4098 -3.1459
H 4.4726 -0.5388 -1.5519
H 4.6823 -2.2098 0.6070
H 3.2025 -3.2131 -0.0796
H 4.9353 -4.0820 0.1121
H -3.7984 -0.4761 -0.0141
H -3.6289 1.0104 1.1319
H -3.8197 -0.7589 2.8683
H -1.9728 -0.3883 2.7442
H -3.0448 -3.0821 2.7396
H -1.3160 -2.6873 2.1022
H -2.5391 -4.2103 0.4533
H -2.3842 -2.5576 -0.4378
H -4.6464 -1.8283 -1.6232
H -0.4699 3.7928 -0.0818
H -2.7543 3.4869 0.1796
H 2.7901 -1.0674 4.7721
H 2.7587 -0.3571 2.9747
H 1.2553 -1.3646 3.6183
C 0.3956 2.7539 -5.4812
C 1.7780 2.1459 -5.5963
O 1.7309 0.9851 -6.4129
H -0.3074 2.0326 -5.0519
H 0.4138 3.6475 -4.8509
H 0.0088 3.0266 -6.4685
H 2.1517 1.8548 -4.6102
H 2.4840 2.8566 -6.0368
H 1.4059 1.2557 -7.2886

Record 2
ORCA calculation (the ωB97M-V functional and the def2-TZVPD basis) on 2 unconnected molecules or ions with the total composition ClF2OS.

- Kohn-Sham gap (alpha / beta): 0.214 / 0.293 Ha
- E_LUMO (alpha / beta): -11.976 / -9.758 eV
- Maximum force: 3.04 eV Å⁻¹
- Net charge: +1
- Relative energy (zero: lowest compared OMol25 entry of this formula, charge and spin): 341.3 kJ/mol

CARTESIAN COORDINATES (ANGSTROEM)
O -0.1694 1.0313 -0.8568
F 1.0233 -0.0597 1.3253
F 0.7642 -1.2232 -0.4850
S -0.0465 -0.0150 0.1114
Cl -3.1870 -0.0086 0.1445

Record 3
ORCA calculation (the ωB97M-V functional and the def2-TZVPD basis) on a molecular structure, C20H30N10.

- Kohn-Sham gap: 0.314 Ha
- E_LUMO: -0.781 eV
- Maximum force: 13.26 eV Å⁻¹
- Net charge: 0
- Relative energy (zero: lowest compared OMol25 entry of this formula, charge and spin): 3188.8 kJ/mol

CARTESIAN COORDINATES (ANGSTROEM)
C -1.9090 0.7097 1.7747
C -2.4933 1.2570 2.9907
N -2.9674 1.6920 4.0174
H -0.8427 0.9265 1.7111
H -2.4341 1.1838 0.9455
H -2.1939 -0.3417 1.8135
C 2.7535 -1.7415 1.4320
C 3.4187 -0.7451 2.2359
N 4.0086 0.0901 2.8103
H 2.9329 -2.7589 1.7794
H 3.1595 -1.5808 0.4332
H 1.6977 -1.5163 1.2812
C -1.2422 -2.8418 0.2949
C -2.2707 -2.4770 1.2746
N -3.0418 -2.1447 2.0617
H -0.2921 -2.6857 0.8057
H -1.3201 -2.1087 -0.5079
H -1.3952 -3.8115 -0.1789
C 2.2355 0.7651 -2.2075
C 1.9878 -0.4080 -1.3736
N 1.8017 -1.3355 -0.6856
H 3.1587 0.6248 -2.7699
H 2.4419 1.5848 -1.5194
H 1.3473 1.1850 -2.6796
C -0.1821 -1.1959 -2.4832
C -1.0010 -1.5247 -3.6898
N -1.6659 -1.6932 -4.5593
H -0.4497 -0.1638 -2.2566
H 0.8897 -1.2903 -2.6576
H -0.5281 -1.8094 -1.6514
C -0.6358 2.1368 -3.2395
C -1.9901 1.5674 -3.3634
N -3.0709 1.1137 -3.3603
H -0.8567 3.2037 -3.2729
H -0.0551 1.9935 -4.1507
H -0.0794 1.7561 -2.3830
C 1.8188 1.1354 0.6556
C 0.7423 1.5506 1.5573
N -0.0826 1.8446 2.2905
H 1.4784 1.4687 -0.3248
H 1.9821 0.0594 0.7155
H 2.7417 1.6758 0.8661
C 1.7206 -0.3370 3.8905
C 0.9238 -0.8458 2.7831
N 0.2114 -1.2580 1.9444
H 2.7993 -0.4929 3.8995
H 1.4397 -0.8192 4.8267
H 1.5652 0.7332 4.0265
C -0.3578 -0.5015 0.4932
C -0.0906 0.3428 -0.6684
N 0.1815 1.0741 -1.5300
H -0.8709 -0.0248 1.3284
H 0.5953 -0.9480 0.7767
H -0.9195 -1.3855 0.1913
C -1.9871 1.5522 -0.9868
C -3.4121 1.5201 -1.2977
N -4.5395 1.4513 -1.5520
H -1.5695 2.5520 -0.8678
H -1.3612 0.9802 -1.6718
H -1.9254 1.0569 -0.0177

These records have E values of -4010.63719 -1132.83027 -1326.35223 hartree, in the order they appear.